Record 1
Below is a single C2HFIN molecule, with properties calculated with ωB97M-V/def2-TZVPD.

```
6
Properties=species:S:1:pos:R:3
N -1.32 -1.15 -1.32
H 1.03 -0.46 0.76
F -0.55 0.38 1.40
C -0.53 -0.70 -0.61
I 1.11 1.86 -0.61
C 0.26 0.07 0.37
```

Calculated values
SMILES: N#C[C@H](F)I
Strongest force on any atom, eV Å⁻¹: 3.307
HOMO-LUMO gap, eV: 9.8
E_LUMO, Ha: -0.0251
2S+1: 1
Highest occupied orbital energy, eV: -10.49

---

Record 2
Below is a single C2HFIN3 molecule, with properties calculated with ωB97M-V/def2-TZVPD.

```
8
Properties=species:S:1:pos:R:3
F -0.17 -2.56 -0.18
N 1.14 0.75 -0.08
C 0.24 -1.37 -0.14
N -0.05 1.22 0.08
N 1.28 -0.75 0.04
H 1.84 1.30 0.45
I -3.13 0.73 -0.18
C -1.14 0.68 0.01
```

Calculated values
Strongest force on any atom, eV Å⁻¹: 4.153
HOMO-LUMO gap (alpha / beta), eV: 6.5 / 7.4
E_LUMO (alpha / beta), Ha: 0.0140 / -0.0624
Expectation value of S²: 2.01
2S+1: 3
Highest occupied orbital energy (alpha / beta), eV: -6.17 / -9.06

---

Record 3
Below is a molecular structure, C2HFLiO2, with properties calculated with ωB97M-V/def2-TZVPD.

```
7
Properties=species:S:1:pos:R:3
F 0.68 -0.93 1.54
Li -0.38 1.78 -0.30
O 0.96 1.00 -1.39
C 0.77 -0.24 -1.38
C -0.43 -0.25 0.86
O -0.26 -0.59 -0.52
H -1.34 -0.77 1.20
```

Calculated values
Strongest force on any atom, eV Å⁻¹: 2.442
HOMO-LUMO gap, eV: 4.5
E_LUMO, Ha: 0.0936
2S+1: 1
Highest occupied orbital energy, eV: -1.93
Charge: -1

---

Record 4
Below is a single C2HFN2O2 molecule, with properties calculated with ωB97M-V/def2-TZVPD.

```
8
Properties=species:S:1:pos:R:3
H -0.56 0.47 -0.09
F -1.41 -1.28 0.28
O 1.65 -3.25 -0.82
C 1.71 -2.08 -0.59
O 2.83 0.27 -0.32
C 2.18 -0.76 -0.33
N -0.41 -0.56 -0.45
N 0.83 -1.05 -0.30
```

Calculated values
SMILES: O=c1c(=O)n1NF
Strongest force on any atom, eV Å⁻¹: 4.413
HOMO-LUMO gap, eV: 10.2
E_LUMO, Ha: -0.0099
2S+1: 1
Highest occupied orbital energy, eV: -10.50

---

Record 5
Below is 2 unconnected molecules or ions with the total composition C2HFO3S, with properties calculated with ωB97M-V/def2-TZVPD.

```
8
Properties=species:S:1:pos:R:3
O -1.28 -0.56 1.13
S -2.00 0.42 0.34
C 1.24 0.44 -0.23
F 0.35 1.40 0.35
O 0.43 -1.92 -0.45
C 0.78 -0.82 -0.27
H 2.23 0.61 0.21
O -1.74 0.44 -1.08
```

Calculated values
Strongest force on any atom, eV Å⁻¹: 2.012
HOMO-LUMO gap, eV: 8.3
E_LUMO, Ha: -0.0456
2S+1: 1
Highest occupied orbital energy, eV: -9.54

---

Record 6
Below is a single C2HI2N3 molecule, with properties calculated with ωB97M-V/def2-TZVPD.

```
8
Properties=species:S:1:pos:R:3
I -2.08 1.28 -0.10
H 0.64 2.22 -0.04
N 0.86 1.23 -0.03
I 2.80 0.69 -0.10
C -0.14 0.38 0.02
C -0.76 -1.94 0.08
N -1.33 -2.91 -0.18
N 0.02 -0.95 0.34
```

Calculated values
SMILES: N#C/N=C(\I)NI
Strongest force on any atom, eV Å⁻¹: 6.103
HOMO-LUMO gap, eV: 7.9
E_LUMO, Ha: -0.0519
2S+1: 1
Highest occupied orbital energy, eV: -9.34

---

Record 7
Below is a molecular structure, C2HI2NO2, with properties calculated with ωB97M-V/def2-TZVPD.

```
8
Properties=species:S:1:pos:R:3
N 0.37 -0.43 -0.32
O -1.68 -1.12 0.80
I 2.96 -1.36 -0.07
C -1.74 -0.18 0.08
H -2.60 0.51 0.02
I 1.98 2.11 -0.05
O -0.72 0.38 -0.55
C 1.42 0.08 0.09
```

Calculated values
Strongest force on any atom, eV Å⁻¹: 2.628
HOMO-LUMO gap, eV: 9.0
E_LUMO, Ha: -0.0304
2S+1: 1
Highest occupied orbital energy, eV: -9.87

---

Record 8
Below is a molecular structure, C2HIN2O2, with properties calculated with ωB97M-V/def2-TZVPD.

```
8
Properties=species:S:1:pos:R:3
O 0.75 -1.73 0.76
I -0.34 0.97 -2.14
C -0.68 0.99 0.70
N 0.97 -0.79 0.05
H -1.39 -0.90 -0.20
O 2.04 -0.35 -0.31
C -0.31 -0.04 -0.25
N -1.03 1.85 1.38
```

Calculated values
Strongest force on any atom, eV Å⁻¹: 4.657
HOMO-LUMO gap, eV: 9.6
E_LUMO, Ha: -0.0401
2S+1: 1
Highest occupied orbital energy, eV: -10.67

---

Record 9
Below is 2 unconnected molecules or ions with the total composition C2HN2O2, with properties calculated with ωB97M-V/def2-TZVPD.

```
7
Properties=species:S:1:pos:R:3
N 0.62 -0.99 0.01
O 0.29 -2.19 0.04
C -0.29 1.50 0.09
O 1.86 -0.76 -0.05
H -2.04 -0.35 0.01
C -0.14 0.14 -0.12
N -0.31 2.65 0.02
```

Calculated values
Strongest force on any atom, eV Å⁻¹: 5.764
HOMO-LUMO gap (alpha / beta), eV: 7.9 / 7.9
E_LUMO (alpha / beta), Ha: 0.1323 / 0.1323
2S+1: 1
Highest occupied orbital energy (alpha / beta), eV: -4.30 / -4.30
Charge: -1

---

Record 10
Below is a molecular structure, C2HN2O4, with properties calculated with ωB97M-V/def2-TZVPD.

```
9
Properties=species:S:1:pos:R:3
O 0.14 -1.78 0.07
O 2.46 -1.99 0.31
H -0.70 0.08 0.05
C 1.49 -1.37 -0.01
N 1.19 -0.18 -0.58
C 1.58 1.30 -0.05
O 0.57 1.85 0.34
N -0.19 -0.54 -0.60
O 2.75 1.53 -0.14
```

Calculated values
Strongest force on any atom, eV Å⁻¹: 1.478
HOMO-LUMO gap, eV: 9.2
E_LUMO, Ha: 0.1503
2S+1: 1
Highest occupied orbital energy, eV: -5.10
Charge: -1

---

Record 11
Below is a single C2HN2PS molecule, with properties calculated with ωB97M-V/def2-TZVPD.

```
7
Properties=species:S:1:pos:R:3
S 0.50 -0.38 -0.61
C -1.78 1.87 -1.30
N 1.37 3.23 -2.23
P -0.35 1.97 -0.26
N -2.76 1.85 -1.90
H 0.13 -0.77 0.61
C 0.66 2.70 -1.51
```

Calculated values
SMILES: N#CP(S)C#N
Strongest force on any atom, eV Å⁻¹: 2.768
HOMO-LUMO gap, eV: 8.4
E_LUMO, Ha: -0.0785
2S+1: 1
Highest occupied orbital energy, eV: -10.52

---

Record 12
Below is a single C2HN2PS molecule, with properties calculated with ωB97M-V/def2-TZVPD.

```
7
Properties=species:S:1:pos:R:3
N -0.26 2.59 0.71
C -0.23 -0.44 -1.26
P -0.77 -0.32 0.40
S 0.88 -0.98 1.50
C -0.57 1.50 0.57
H 1.16 -1.88 0.49
N -0.21 -0.46 -2.42
```

Calculated values
SMILES: N#CP(S)C#N
Strongest force on any atom, eV Å⁻¹: 2.676
HOMO-LUMO gap, eV: 9.7
E_LUMO, Ha: -0.0189
2S+1: 1
Highest occupied orbital energy, eV: -10.18

---

Record 13
Below is a single C2HN3 molecule, with properties calculated with ωB97M-V/def2-TZVPD.

```
6
Properties=species:S:1:pos:R:3
N -0.54 0.04 -0.12
N -1.27 1.21 0.02
C -1.50 -0.95 -0.03
C -2.46 0.64 -0.01
H 0.48 0.02 0.25
N -2.76 -0.63 0.03
```

Calculated values
SMILES: n1[nH]c2nc1-2
Strongest force on any atom, eV Å⁻¹: 4.549
HOMO-LUMO gap (alpha / beta), eV: 8.2 / 9.6
E_LUMO (alpha / beta), Ha: -0.0564 / -0.0258
2S+1: 1
Highest occupied orbital energy (alpha / beta), eV: -9.76 / -10.34

---

Record 14
Below is a single C2HN3 molecule, with properties calculated with ωB97M-V/def2-TZVPD.

```
6
Properties=species:S:1:pos:R:3
H 0.30 -1.24 0.41
C -1.17 -0.14 0.22
N 1.95 1.44 -0.65
C 1.14 0.67 -0.24
N 0.15 -0.29 0.17
N -2.36 -0.44 0.09
```

Calculated values
SMILES: N#CNC#N
Strongest force on any atom, eV Å⁻¹: 8.122
HOMO-LUMO gap, eV: 10.7
E_LUMO, Ha: -0.0020
2S+1: 1
Highest occupied orbital energy, eV: -10.80

---

Record 15
Below is a single C2HN3 molecule, with properties calculated with ωB97M-V/def2-TZVPD.

```
6
Properties=species:S:1:pos:R:3
N -1.39 -0.39 0.08
C 1.10 0.16 -0.17
N -1.07 0.91 0.05
N 0.18 0.89 0.01
C -0.92 -1.47 -0.02
H 2.10 -0.09 0.05
```

Calculated values
Strongest force on any atom, eV Å⁻¹: 2.285
HOMO-LUMO gap, eV: 7.9
E_LUMO, Ha: -0.0572
2S+1: 1
Highest occupied orbital energy, eV: -9.49

---

Record 16
Below is 2 unconnected molecules or ions with the total composition C2HN3O2, with properties calculated with ωB97M-V/def2-TZVPD.

```
8
Properties=species:S:1:pos:R:3
N -0.52 -0.12 -1.53
N -2.07 1.28 -1.37
C -1.10 0.44 -0.40
H 0.44 -0.31 -1.47
O 0.96 -1.88 2.14
O 1.83 0.26 2.38
N -0.98 1.15 -1.97
C 1.45 -0.82 2.24
```

Calculated values
SMILES: n1c2[nH]n1-2.O=C=O
Strongest force on any atom, eV Å⁻¹: 3.465
HOMO-LUMO gap, eV: 9.7
E_LUMO, Ha: 0.0011
2S+1: 1
Highest occupied orbital energy, eV: -9.68

---

Record 17
Below is a molecular structure, C2HN3O2S, with properties calculated with ωB97M-V/def2-TZVPD.

```
9
Properties=species:S:1:pos:R:3
H 1.05 3.06 -0.21
N 1.42 0.15 0.97
S -1.70 -0.99 -1.08
N -0.04 1.31 -0.44
C 0.33 0.20 0.16
O 1.83 1.39 0.80
C 0.93 2.05 0.05
N -0.57 -0.96 0.06
O -0.21 -1.89 0.72
```

Calculated values
Strongest force on any atom, eV Å⁻¹: 4.171
HOMO-LUMO gap, eV: 8.0
E_LUMO, Ha: -0.0541
2S+1: 1
Highest occupied orbital energy, eV: -9.52

---

Record 18
Below is a single C2HN3O3 molecule, with properties calculated with ωB97M-V/def2-TZVPD.

```
9
Properties=species:S:1:pos:R:3
O -1.20 1.50 -0.15
H -2.09 -0.20 0.10
O -1.66 -1.04 0.13
N 2.02 0.54 0.16
O 1.84 -0.87 -0.15
C -0.18 0.82 -0.10
C -0.38 -0.67 0.01
N 0.57 -1.50 -0.09
N 1.09 1.41 0.08
```

Calculated values
SMILES: O=c1nnonc1O
Strongest force on any atom, eV Å⁻¹: 3.868
HOMO-LUMO gap, eV: 9.2
E_LUMO, Ha: -0.0648
2S+1: 1
Highest occupied orbital energy, eV: -10.96

---

Record 19
Below is 2 unconnected molecules or ions with the total composition C2HN3O4, with properties calculated with ωB97M-V/def2-TZVPD.

```
10
Properties=species:S:1:pos:R:3
O -1.27 0.79 0.67
N 2.27 0.79 0.21
O 0.06 -0.73 1.67
C -0.90 -0.93 -0.63
O -1.68 -0.12 -1.24
N 2.28 1.15 1.25
N -1.92 0.90 -0.47
H -0.64 -1.90 -1.23
C -0.49 -0.40 0.67
O 2.29 0.45 -0.91
```

Calculated values
Strongest force on any atom, eV Å⁻¹: 4.925
HOMO-LUMO gap (alpha / beta), eV: 8.5 / 8.6
E_LUMO (alpha / beta), Ha: -0.0327 / -0.0308
2S+1: 1
Highest occupied orbital energy (alpha / beta), eV: -9.41 / -9.40

---

Record 20
Below is a gas-phase ion, C2HN4O3 (charge -1), with properties calculated with ωB97M-V/def2-TZVPD.

```
10
Properties=species:S:1:pos:R:3
O 2.90 -0.71 0.40
O -3.38 0.41 0.99
N -2.60 1.01 0.28
C -0.46 -0.11 -0.36
N 1.68 -0.52 0.96
C 0.58 -0.26 0.30
O -2.62 2.21 0.06
N 3.20 -1.07 -0.82
H 2.41 -1.26 -1.30
N -1.71 0.30 -0.51
```

Calculated values
Strongest force on any atom, eV Å⁻¹: 4.494
HOMO-LUMO gap (alpha / beta), eV: 7.3 / 8.1
E_LUMO (alpha / beta), Ha: 0.1419 / 0.1322
2S+1: 1
Highest occupied orbital energy (alpha / beta), eV: -3.46 / -4.50
Charge: -1